Entry from the OMol25 dataset: C40H106Br12N15O11P5 as an isolated structure at a distorted geometry (the ωB97M-V functional and the def2-TZVPD basis).

Computed properties:
HOMO level (eV): -7.9
LUMO energy (eV): -1.12
ΔE to the lowest compared entry with this formula, charge and spin (eV): 6.855
Energy (eV): -975024.827
HOMO-LUMO gap (eV): 6.788

```
189
Properties=species:S:1:pos:R:3:forces:R:3
C -6.16868 4.02757 -1.74821 -0.381 -0.482 -0.643
Br -4.22104 4.17276 -1.81719 -0.903 0.277 -0.401
Br -6.63138 2.12238 -1.28115 0.039 1.574 -0.426
Br -7.21930 4.66355 -3.40763 1.298 -0.737 1.556
H -6.47971 4.71470 -0.96131 -0.145 -0.476 -0.150
C 3.18995 4.49459 1.55507 -0.084 0.951 0.069
Br 5.05227 4.34966 2.22067 -1.437 0.184 -0.724
Br 2.94032 5.78302 -0.03634 0.415 -1.199 1.449
Br 1.95224 5.02210 3.01355 0.844 -0.014 -0.969
H 2.83314 3.52641 1.20377 0.330 0.240 0.043
C -3.24961 -0.96038 3.03671 -0.435 -0.110 0.442
Br -3.88559 -2.53311 4.09418 0.541 1.117 -0.760
Br -1.99086 0.13214 4.10191 -1.336 -0.376 -0.403
Br -4.86416 -0.05110 2.28496 1.107 -0.309 0.702
H -2.64281 -1.25004 2.17881 -0.213 -0.312 0.207
C -5.76989 -3.65811 -3.25694 1.909 -0.405 1.067
Br -4.22273 -3.66444 -4.52861 -1.205 0.172 0.598
Br -5.39810 -2.28835 -1.81934 -0.857 -0.815 -1.085
Br -5.77222 -5.42857 -2.32503 -0.357 1.081 -0.764
H -6.69754 -3.45852 -3.79335 0.250 -0.056 0.293
O -2.61376 -1.23927 -7.64603 -0.030 0.420 0.203
P -2.05709 0.12723 -7.57377 0.120 2.283 0.020
N -0.36359 0.24433 -7.76930 -0.960 0.151 -1.336
C 0.64966 -0.25791 -6.84699 -0.866 0.728 0.861
C 0.21144 0.45307 -9.13479 -0.567 0.060 0.789
N -2.46630 0.95167 -6.09194 2.120 -1.113 -0.861
C -1.76427 2.10007 -5.53081 -0.610 0.579 -1.231
C -3.79822 0.70735 -5.56977 0.503 -0.151 -0.871
N -2.72478 1.12523 -8.84146 0.017 -0.748 0.819
C -2.56895 2.58286 -9.02015 1.479 -1.127 0.403
C -3.18072 0.41672 -10.03919 -0.321 0.438 0.341
H 1.55478 -0.54683 -7.38119 -0.140 0.012 0.173
H 0.32037 -1.06426 -6.19166 -0.156 -0.238 -0.265
H 0.80121 0.60534 -6.19896 0.957 -0.210 0.409
H 0.19299 -0.45627 -9.73551 -0.020 -0.132 -0.036
H 1.25090 0.74541 -8.98593 -0.068 0.129 -0.182
H -0.30585 1.24535 -9.67589 0.042 -0.134 0.090
H -1.83554 2.19899 -4.44766 0.386 -0.721 0.187
H -0.75565 2.19258 -5.93360 0.100 -0.292 0.370
H -2.26564 3.00886 -5.86374 -0.139 0.447 -0.144
H -4.47911 1.15457 -6.29398 -0.732 -0.062 0.366
H -3.90898 -0.37666 -5.54204 -0.546 0.080 0.239
H -3.88692 1.17204 -4.58779 -0.153 -0.145 -0.008
H -3.26104 3.04588 -9.72352 -0.585 -0.296 0.525
H -2.48532 3.07272 -8.05003 -0.479 0.161 -0.155
H -1.59972 2.72371 -9.49854 0.312 0.427 -0.136
H -2.97959 1.00755 -10.93281 0.806 -0.214 -0.162
H -4.26959 0.38044 -10.07294 -0.216 -0.488 0.309
H -2.74162 -0.58087 -10.02888 -0.267 0.066 -0.495
O 4.28012 2.16107 4.79296 -0.147 -0.112 0.020
P 3.80563 0.87316 4.26256 -2.468 -1.705 0.010
N 4.48241 0.45270 2.72899 1.485 -0.257 0.400
C 3.99067 0.13521 1.37021 -1.660 0.228 1.331
C 6.00996 0.45104 2.65722 -0.974 -0.031 0.461
N 2.01309 0.82069 4.16698 2.545 -2.826 -0.241
C 1.21094 1.92146 4.67600 1.609 1.105 -1.888
C 1.32303 -0.45995 3.81122 1.116 1.032 -0.506
N 4.14518 -0.43101 5.31800 0.960 -0.816 1.569
C 4.20543 -0.25890 6.87443 0.360 0.726 -1.716
C 4.22582 -1.89409 4.90199 -0.249 1.753 -0.600
H 4.34288 0.86331 0.63952 0.387 -0.175 -0.050
H 2.90211 0.17350 1.32951 -0.264 0.380 0.260
H 4.14618 -0.90622 1.08850 0.812 0.062 -0.113
H 6.39054 -0.49199 2.26488 -0.313 -0.244 -0.125
H 6.51447 0.58108 3.61464 -0.470 0.177 0.183
H 6.36755 1.23439 1.98894 -0.214 0.190 -0.026
H 1.73076 2.43650 5.48385 -0.461 -0.252 0.476
H 1.38588 2.56302 3.81236 -1.239 1.084 0.466
H 0.14121 1.75452 4.80207 0.326 -0.395 0.240
H 1.94663 -1.15535 3.24940 0.588 0.368 -0.133
H 1.01052 -1.08769 4.64571 -0.428 0.550 0.389
H 0.56642 -0.21853 3.06465 -0.465 -0.258 0.454
H 5.21585 -0.27497 7.28296 0.393 -0.813 -0.495
H 3.96506 0.74515 7.22403 -0.850 0.079 -0.648
H 3.59131 -1.00023 7.38570 -0.079 0.044 -0.278
H 5.08078 -2.15417 4.27788 0.427 0.471 0.162
H 3.38003 -2.07797 4.23948 -0.157 -0.526 0.405
H 4.26005 -2.56280 5.76207 -0.336 0.269 0.021
O -0.23380 -0.74875 0.84288 -1.061 0.109 -0.556
P -0.86033 -0.17274 -0.39237 -0.073 0.087 -0.435
N 0.30367 0.44825 -1.40958 0.358 1.574 -0.988
C 1.08120 -0.48089 -2.23050 -1.243 -0.621 0.092
C 0.95340 1.79039 -1.31316 -1.636 -0.530 0.974
N -1.95204 1.10761 -0.13802 0.087 0.158 0.423
C -1.70346 2.03457 0.97735 0.269 -0.989 0.229
C -3.34333 1.07516 -0.66422 1.463 -1.764 -0.088
N -1.63386 -1.30932 -1.37326 -0.825 -0.234 -1.164
C -1.94694 -2.71104 -0.92970 0.935 1.583 0.848
C -2.20135 -1.03257 -2.74239 0.835 0.105 0.579
H 1.81831 0.03021 -2.84982 0.377 -0.053 0.650
H 0.44498 -0.97558 -2.96439 -0.244 0.044 -0.102
H 1.39620 -1.31289 -1.60067 0.966 0.171 -0.196
H 0.33893 2.53652 -0.80936 -0.707 -0.255 -0.014
H 1.07483 2.21280 -2.31062 0.767 -0.252 0.086
H 1.78864 1.75583 -0.61368 0.815 -0.100 -0.713
H -1.71674 3.09400 0.72133 -0.093 -0.012 -0.282
H -2.39516 1.82838 1.79414 -0.343 0.314 -0.043
H -0.74066 1.78102 1.42100 0.225 0.199 -0.107
H -3.56796 0.00865 -0.67903 -0.632 -0.095 0.006
H -4.07296 1.53862 -0.00018 0.422 0.391 -0.339
H -3.34697 1.33946 -1.72169 -0.429 0.716 0.216
H -1.01625 -3.16556 -0.59010 -0.105 -0.162 0.226
H -2.62978 -2.56954 -0.09195 -0.194 -0.862 0.038
H -2.35960 -3.34392 -1.71536 -0.157 0.477 -0.090
H -1.75356 -1.72400 -3.45619 0.402 0.094 -0.104
H -2.00974 -0.00484 -3.05088 0.265 -0.049 0.029
H -3.26886 -1.20973 -2.87337 -0.017 0.132 0.692
O -5.10476 6.57699 5.63620 1.252 0.175 -0.007
P -3.79891 6.73982 4.95418 3.519 -0.829 -0.584
N -2.93975 8.21444 5.33672 -0.282 -2.034 -2.573
C -3.51037 9.07533 6.26756 -1.039 1.146 1.587
C -1.61868 8.73842 4.86457 -1.640 -0.671 -0.222
N -3.81193 6.55924 3.27306 -0.638 1.279 0.139
C -4.00565 7.77778 2.43034 1.302 -1.676 0.336
C -3.90706 5.24725 2.58715 0.278 0.293 1.489
N -2.51517 5.57726 5.27316 -1.158 -1.746 0.728
C -1.13379 5.70132 4.78283 -0.319 1.349 -0.120
C -2.62177 4.41596 6.22960 -0.853 1.177 -0.310
H -3.22311 10.10383 6.04901 0.025 0.190 0.087
H -3.16304 8.81824 7.26823 -0.027 0.313 0.441
H -4.60016 9.05989 6.28283 -0.005 -0.231 -0.043
H -0.93203 8.81495 5.70763 0.163 -0.112 -0.038
H -1.83129 9.73877 4.48750 0.303 0.131 -0.139
H -1.21991 8.11801 4.06196 0.022 0.268 0.147
H -4.56777 8.59904 2.87491 -0.386 -0.418 -0.056
H -2.98502 8.12595 2.27167 -0.116 0.528 -0.634
H -4.40375 7.31459 1.52752 -0.282 1.072 -0.295
H -2.95110 4.90765 2.18849 0.311 0.049 0.172
H -4.23750 4.56971 3.37446 0.081 -0.456 -0.381
H -4.59323 5.16716 1.74403 -0.418 0.625 0.192
H -0.68044 6.61764 5.16091 0.301 -0.333 0.585
H -0.47781 4.86850 5.03616 -0.465 -0.201 0.214
H -1.02651 5.87505 3.71213 -0.524 -0.411 -0.437
H -2.35736 3.45536 5.78753 0.612 0.168 -0.263
H -3.64178 4.21968 6.55999 -0.225 0.598 -0.083
H -2.04689 4.64644 7.12653 0.240 -0.338 0.018
O 3.48937 -6.93640 1.87907 0.055 1.003 -1.701
P 3.77005 -5.74964 1.00532 1.274 0.024 1.284
N 4.63775 -5.87850 -0.48229 -1.295 0.962 -0.465
C 5.86541 -6.63734 -0.47670 -0.155 -0.685 -0.133
C 3.97080 -6.02533 -1.85179 0.693 0.060 1.738
N 4.76359 -4.70431 1.94538 0.811 1.037 -4.032
C 5.18679 -4.80492 3.29697 -1.871 -1.172 2.225
C 5.54779 -3.66327 1.20818 0.764 -0.201 1.304
N 2.46550 -4.85406 0.50777 -0.922 0.755 -1.009
C 2.60054 -3.39356 0.07789 0.583 -1.420 0.323
C 1.21034 -5.55369 0.09842 -0.097 0.534 0.837
H 6.58754 -6.31476 0.27334 -0.434 -0.340 0.535
H 6.44602 -6.58288 -1.39758 -0.392 0.356 -0.400
H 5.47810 -7.65421 -0.41297 1.160 -0.633 0.505
H 2.99197 -5.55123 -1.92395 0.240 0.102 0.237
H 3.85733 -7.08614 -2.07522 -0.069 -0.134 -0.110
H 4.66750 -5.59288 -2.56993 -0.205 0.036 -0.100
H 5.94408 -4.12938 3.69479 0.676 -0.311 -1.068
H 4.38569 -4.53594 3.98545 -0.692 0.296 -0.013
H 5.28528 -5.84406 3.61094 0.874 -0.123 -0.235
H 5.69914 -3.71668 0.13006 -1.320 -0.088 -0.032
H 5.24772 -2.69687 1.61330 -0.120 0.364 -0.632
H 6.60111 -3.73445 1.47937 0.260 -0.235 0.614
H 2.88015 -2.74645 0.90925 -0.597 -0.139 0.331
H 3.43949 -3.24130 -0.60114 0.074 -0.415 -0.343
H 1.71803 -3.02647 -0.44609 -0.205 -0.297 0.417
H 0.89035 -5.45899 -0.93924 0.485 0.519 -0.348
H 0.41874 -5.13414 0.71927 -0.257 -0.069 -0.076
H 1.19091 -6.63000 0.26952 0.620 0.092 0.432
C 0.03428 -4.78291 -4.22272 0.947 -0.964 -0.421
O 0.85003 -3.66920 -3.84826 0.758 1.108 -0.128
C 2.22488 -3.62617 -4.02950 -0.701 -3.262 -1.430
O 2.90761 -4.48815 -4.55551 -0.977 0.554 0.513
O 2.66157 -2.52802 -3.55104 -0.514 3.352 1.613
C 4.02224 -2.21415 -3.26566 1.061 -2.025 -0.451
H -0.86752 -4.80136 -3.61077 0.464 0.059 0.442
H 0.66669 -5.66817 -4.15577 -0.342 -0.293 0.482
H -0.33694 -4.83448 -5.24626 0.343 0.917 -0.335
H 4.20943 -1.25787 -2.77723 -0.927 0.120 -0.438
H 4.61203 -2.36459 -4.16989 -0.001 0.483 -0.103
H 4.40879 -2.97561 -2.58828 -0.064 -0.092 0.187
C -0.16053 -3.31702 4.09222 -0.349 -1.314 -0.429
O -1.09916 -4.19393 3.32326 -0.434 0.047 0.012
C -0.83602 -5.51980 3.12898 0.648 0.579 0.348
O 0.25801 -5.98955 3.42092 -3.232 0.017 -1.010
O -1.96893 -6.22967 2.55891 4.218 0.628 1.600
C -3.16119 -5.69260 2.04637 -0.296 0.342 0.075
H 0.82073 -3.29056 3.61838 -0.150 -0.183 -0.103
H -0.06939 -3.68973 5.11246 0.023 -0.236 -0.118
H -0.57604 -2.31100 4.15040 -0.365 -0.415 -0.488
H -3.05361 -4.75257 1.50519 0.229 0.009 0.015
H -3.88633 -5.55565 2.84856 -0.069 0.047 -0.026
H -3.49184 -6.48284 1.37236 -0.267 0.233 -0.050
```
Positions in Å, forces in eV/Å.